(1)
A gas-phase ion, C10H8N3O2 (charge -1). Source: the Open Molecules 2025 dataset; level of theory: ωB97M-V/def2-TZVPD.

Results
Energy relative to the best compared isomer or geometry (same formula, charge and spin) = 1.2486 eV
Orbital gap = 8.246 eV
Largest force on an atom = 4.90 eV/A
SMILES = Cc1nccn1-c1ncccc1C(=O)[O-]
LUMO energy = 3.41 eV
E = -19065.2917 eV

The geometry in ORCA input format:
```
! RIJCOSX wB97M-V def2-TZVPD def2/J DEFGRID3
* xyz -1 1
C -1.783 -2.245 0.090
C -1.562 -1.305 1.161
N -1.685 -1.353 2.415
C -0.917 -0.339 2.910
C -0.460 0.463 1.912
N -0.700 -0.204 0.755
C -0.019 0.523 -0.456
N -0.861 1.175 -1.303
C -0.234 1.838 -2.294
C 1.111 1.918 -2.439
C 1.939 1.253 -1.502
C 1.367 0.495 -0.544
C 2.036 -0.577 0.390
O 1.852 -1.686 -0.110
O 2.623 -0.191 1.361
H -2.738 -2.121 -0.354
H -1.652 -3.237 0.526
H -1.121 -2.071 -0.642
H -1.062 0.035 3.948
H 0.163 1.411 1.941
H -0.852 2.355 -3.068
H 1.462 2.543 -3.136
H 3.091 1.319 -1.562
*
```

Atom charges from the natural (NBO) analysis, given in e for atoms 1 to 4: atom 1 (C): -0.642, atom 2 (C): 0.381, atom 3 (N): -0.469, atom 4 (C): -0.137

***

(2)
A molecular structure, C10H8N3O6Ti. Source: the Open Molecules 2025 dataset; level of theory: ωB97M-V/def2-TZVPD.

Results
Energy relative to the best compared isomer or geometry (same formula, charge and spin) = 3.3829 eV
Orbital gap (spin up / spin down) = 6.449 / 7.201 eV
Largest force on an atom = 5.90 eV/A
LUMO energy (spin up / spin down) = -5.09 / -4.89 eV
E = -50359.2817 eV

The geometry in ORCA input format:
```
! RIJCOSX wB97M-V def2-TZVPD def2/J DEFGRID3
* xyz 1 3
O -1.551 -2.852 -1.054
C -1.880 -3.170 -2.097
Ti 1.270 0.007 0.245
O -1.600 -0.268 2.165
C -0.622 -0.119 1.535
C 0.371 1.020 -1.948
O 0.822 1.064 -3.042
C -0.673 0.673 -0.913
O -1.892 0.552 -1.119
C 1.219 -2.013 0.595
O 1.051 -3.192 0.815
H 2.385 -1.201 0.841
C 4.342 3.163 2.050
N 2.938 3.346 1.606
C 2.286 4.567 1.624
C 0.987 4.623 1.249
C 0.278 3.434 0.917
N 0.924 2.250 0.970
C 2.205 2.217 1.407
O 2.768 1.065 1.220
N -0.980 3.426 0.452
H 4.857 4.060 1.688
H 4.725 2.236 1.597
H 4.416 3.080 3.153
H 2.967 5.389 1.877
H 0.490 5.588 1.144
H -1.363 4.317 0.190
H -1.483 2.586 0.136
*
```

Atom charges from the natural (NBO) analysis, given in e for atoms 1 to 4: atom 1 (O): -0.528, atom 2 (C): 0.530, atom 3 (Ti): 0.717, atom 4 (O): -0.425

***

(3)
A single C10H8N4O molecule. Source: the Open Molecules 2025 dataset; level of theory: ωB97M-V/def2-TZVPD.

Results
Energy relative to the best compared isomer or geometry (same formula, charge and spin) = 1.3261 eV
Orbital gap = 8.422 eV
Largest force on an atom = 2.92 eV/A
SMILES = Cn1c([C@H](C#N)N=O)nc2ccccc21
LUMO energy = -0.56 eV
E = -18503.9679 eV

The geometry in ORCA input format:
```
! RIJCOSX wB97M-V def2-TZVPD def2/J DEFGRID3
* xyz 0 1
C 1.341 1.784 -0.188
N 0.394 0.703 0.086
C 0.141 0.013 1.211
C 0.573 0.549 2.558
C 2.019 0.531 2.722
N 3.152 0.374 2.797
N -0.154 -0.338 3.589
O -0.857 0.250 4.347
N -0.580 -1.059 1.105
C -0.872 -1.124 -0.254
C -1.566 -2.028 -1.023
C -1.658 -1.898 -2.421
C -1.136 -0.717 -3.006
C -0.263 0.143 -2.290
C -0.245 -0.029 -0.909
H 2.354 1.561 0.340
H 1.462 1.723 -1.248
H 1.028 2.748 0.226
H 0.274 1.524 2.747
H -1.855 -2.985 -0.607
H -2.296 -2.473 -3.043
H -1.218 -0.470 -4.132
H -0.039 1.218 -2.607
*
```

Atom charges from the natural (NBO) analysis, given in e for atoms 1 to 4: atom 1 (C): -0.417, atom 2 (N): -0.356, atom 3 (C): 0.397, atom 4 (C): -0.305

***

(4)
A single C10H9BO2 molecule. Source: the Open Molecules 2025 dataset; level of theory: ωB97M-V/def2-TZVPD.

Results
Energy relative to the best compared isomer or geometry (same formula, charge and spin) = 1.2349 eV
Orbital gap = 8.418 eV
Largest force on an atom = 3.28 eV/A
SMILES = OB(O)c1cccc2ccccc12
LUMO energy = 0.18 eV
E = -15289.2202 eV

The geometry in ORCA input format:
```
! RIJCOSX wB97M-V def2-TZVPD def2/J DEFGRID3
* xyz 0 1
O -0.242 -2.767 -1.932
B -0.751 -2.101 -0.833
O -1.597 -2.723 0.060
C -0.488 -0.540 -0.954
C -0.755 0.236 -2.057
C -0.518 1.655 -2.023
C 0.013 2.204 -0.906
C 0.234 1.404 0.224
C 0.614 1.943 1.482
C 1.026 1.237 2.545
C 1.129 -0.171 2.372
C 0.554 -0.711 1.266
C 0.011 0.042 0.165
H -0.530 -3.660 -1.830
H -1.757 -3.667 -0.292
H -1.237 -0.127 -2.935
H -0.549 2.167 -2.975
H 0.299 3.290 -0.743
H 0.696 3.033 1.608
H 1.690 1.717 3.268
H 1.444 -0.685 3.239
H 0.712 -1.774 1.252
*
```

Atom charges from the natural (NBO) analysis, given in e for atoms 1 to 4: atom 1 (O): -0.859, atom 2 (B): 1.108, atom 3 (O): -0.870, atom 4 (C): -0.340

***

(5)
A molecular structure, C10H9Br2NOPt. Source: the Open Molecules 2025 dataset; level of theory: ωB97M-V/def2-TZVPD.

Results
Energy relative to the best compared isomer or geometry (same formula, charge and spin) = 0.0000 eV
Orbital gap (spin up / spin down) = 7.225 / 4.165 eV
Largest force on an atom = 3.73 eV/A
LUMO energy (spin up / spin down) = -8.79 / -12.46 eV
E = -157360.6228 eV

The geometry in ORCA input format:
```
! RIJCOSX wB97M-V def2-TZVPD def2/J DEFGRID3
* xyz 2 5
Pt -0.172 0.075 -1.961
C 0.213 0.111 -4.947
H 1.300 0.265 -5.044
H -0.070 -0.910 -5.243
H -0.339 0.860 -5.550
H -0.107 0.283 -3.845
H -0.382 1.291 -2.909
Br -0.254 -4.242 0.694
C -0.204 -2.533 1.448
C -0.158 -2.267 2.813
C -0.045 -0.942 3.280
Br -0.125 -0.738 5.191
C 0.038 0.167 2.360
C 0.156 1.532 2.682
C 0.186 2.427 1.629
C 0.088 2.076 0.276
N 0.057 0.772 -0.065
C 0.006 -0.157 0.951
C -0.150 -1.472 0.466
O -0.244 -1.630 -0.822
H -0.224 -3.102 3.514
H 0.217 1.851 3.728
H 0.241 3.473 1.882
H -0.026 2.809 -0.526
*
```

Atom charges from the natural (NBO) analysis, given in e for atoms 1 to 4: atom 1 (Pt): 1.397, atom 2 (C): -0.750, atom 3 (H): 0.245, atom 4 (H): 0.252

***

(6)
A molecular structure, C10H9CaN2O5Se. Source: the Open Molecules 2025 dataset; level of theory: ωB97M-V/def2-TZVPD.

Results
Orbital gap = 6.178 eV
Largest force on an atom = 4.78 eV/A
LUMO energy = -4.37 eV
E = -107509.6584 eV

The geometry in ORCA input format:
```
! RIJCOSX wB97M-V def2-TZVPD def2/J DEFGRID3
* xyz 1 1
O 0.459 0.916 -6.119
C 0.753 0.276 -5.213
Ca -0.139 -0.235 -2.946
O -2.492 1.435 -5.003
C -1.687 0.868 -4.459
C -2.277 -0.812 -1.727
O -3.213 -1.048 -1.089
C 0.827 -2.195 -2.041
O 1.116 -3.100 -1.345
C -1.345 -2.592 -3.764
O -1.887 -3.608 -3.888
H 1.002 -2.005 -3.454
C 1.471 3.052 2.657
N 0.952 1.733 2.864
C 0.763 1.086 4.096
C 0.250 -0.150 3.796
N 0.146 -0.234 2.409
C -0.331 -1.396 1.687
C 0.568 0.938 1.805
Se 0.518 1.199 -0.057
H 0.858 3.790 3.178
H 1.457 3.238 1.582
H 2.490 3.129 3.043
H 1.029 1.600 5.040
H 0.003 -0.881 4.559
H 0.296 -2.289 1.900
H -1.409 -1.569 1.843
H -0.181 -1.144 0.646
*
```

Atom charges from the natural (NBO) analysis, given in e for atoms 1 to 4: atom 1 (O): -0.416, atom 2 (C): 0.440, atom 3 (Ca): 1.572, atom 4 (O): -0.362

***

(7)
A molecular structure, C10H9Cl2NOTi. Source: the Open Molecules 2025 dataset; level of theory: ωB97M-V/def2-TZVPD.

Results
Orbital gap (spin up / spin down) = 5.846 / 5.898 eV
Largest force on an atom = 4.65 eV/A
LUMO energy (spin up / spin down) = -10.78 / -10.72 eV
E = -62193.1073 eV

The geometry in ORCA input format:
```
! RIJCOSX wB97M-V def2-TZVPD def2/J DEFGRID3
* xyz 2 1
Ti 1.631 -0.766 0.548
C 1.697 -3.669 -2.362
H 1.309 -2.768 -1.684
H 1.805 -3.126 -3.319
H 0.821 -4.394 -2.269
H 2.573 -4.187 -2.214
H 2.774 -1.056 1.681
Cl 1.946 3.011 -2.006
C 0.687 2.491 -1.010
C -0.181 3.345 -0.317
C -1.123 2.853 0.583
Cl -2.075 3.941 1.491
C -1.287 1.469 0.817
C -2.124 0.865 1.780
C -2.100 -0.519 2.013
C -1.160 -1.305 1.323
N -0.275 -0.678 0.494
C -0.385 0.634 0.139
C 0.623 1.114 -0.701
O 1.638 0.297 -0.947
H -0.113 4.413 -0.494
H -2.836 1.465 2.357
H -2.772 -1.032 2.722
H -1.072 -2.399 1.373
*
```

Atom charges from the natural (NBO) analysis, given in e for atoms 1 to 4: atom 1 (Ti): 1.865, atom 2 (C): -0.808, atom 3 (H): 0.112, atom 4 (H): 0.245

***

(8)
A single C10H9ClN4O2 molecule. Source: the Open Molecules 2025 dataset; level of theory: ωB97M-V/def2-TZVPD.

Results
Energy relative to the best compared isomer or geometry (same formula, charge and spin) = 0.5085 eV
Orbital gap = 7.641 eV
Largest force on an atom = 4.20 eV/A
SMILES = Oc1c2c(c(O)n1-c1nnc[nH]1)CC(Cl)=CC2
LUMO energy = 0.19 eV
E = -33092.4018 eV

The geometry in ORCA input format:
```
! RIJCOSX wB97M-V def2-TZVPD def2/J DEFGRID3
* xyz 0 1
O 1.929 1.532 1.028
C 0.994 0.711 0.528
C 0.351 -0.291 1.232
C -0.561 -0.950 0.307
C -0.521 -0.234 -0.883
O -1.254 -0.586 -1.994
N 0.419 0.779 -0.732
C 0.770 1.708 -1.692
N 1.682 2.621 -1.550
N 1.767 3.308 -2.748
C 0.814 2.876 -3.527
N 0.201 1.780 -2.939
C -1.369 -2.133 0.738
C -1.255 -2.484 2.191
Cl -2.089 -3.877 2.797
C -0.467 -1.780 3.076
C 0.442 -0.614 2.685
H 2.193 2.141 0.299
H -1.878 -1.311 -1.792
H 0.582 3.253 -4.511
H -0.514 1.164 -3.288
H -2.425 -1.934 0.514
H -1.071 -2.952 0.085
H -0.470 -2.146 4.097
H 1.483 -0.882 2.862
H 0.245 0.302 3.219
*
```

Atom charges from the natural (NBO) analysis, given in e for atoms 1 to 4: atom 1 (O): -0.664, atom 2 (C): 0.452, atom 3 (C): -0.129, atom 4 (C): -0.120